(1)
Below is BrMn as an isolated structure, with properties calculated with ωB97M-V with the def2-TZVPD basis set.

Structure (XYZ):
```
2
Properties=species:S:1:pos:R:3
Mn 3.746 -23.488 18.474
Br 0.705 -22.753 21.252
```

Calculated values
Calculated total energy = -3724.5711 Eh
Orbital gap (alpha / beta) = 8.18 / 5.48 eV
2S+1 = 6
LUMO energy (alpha / beta) = -6.89 / -7.29 eV
<S²> = 8.7589
Net charge = +1
HOMO energy (alpha / beta) = -15.0678 / -12.7678 eV

---

(2)
Below is a 2-piece molecular cluster, C5H10N2 overall, with properties calculated with ωB97M-V with the def2-TZVPD basis set.

Structure (XYZ):
```
17
Properties=species:S:1:pos:R:3
C -2.406 -0.326 -0.542
C -1.478 -0.569 0.558
N -1.083 -0.294 1.708
N -0.772 -1.656 1.088
H -1.854 -0.331 -1.486
H -3.142 -1.132 -0.580
H -2.910 0.633 -0.409
H 0.194 -1.683 0.722
C 1.544 -0.532 -0.920
C 1.068 0.626 -0.471
C 1.650 1.387 0.676
H 1.146 -1.018 -1.791
H 2.395 -1.007 -0.462
H 0.291 1.144 -1.018
H 2.535 0.893 1.082
H 1.914 2.399 0.364
H 0.908 1.465 1.481
```

Calculated values
Calculated total energy = -305.8914 Eh
Orbital gap = 9.84 eV
2S+1 = 1
LUMO energy = 0.94 eV
Net charge = 0
SMILES = CC1=NN1.C=CC
HOMO energy = -8.8960 eV

---

(3)
Below is a 2-piece molecular cluster, C5H11NO overall, with properties calculated with ωB97M-V with the def2-TZVPD basis set.

Structure (XYZ):
```
18
Properties=species:S:1:pos:R:3
C 0.068 2.138 -0.106
C -0.727 1.172 -0.548
C -1.147 -0.044 0.231
C -2.659 -0.026 0.457
H 0.305 2.989 -0.729
H 0.531 2.064 0.871
H -1.041 1.199 -1.590
H -0.899 -0.922 -0.373
H -0.568 -0.078 1.154
H -3.180 0.097 -0.494
H -3.026 -0.930 0.938
H -2.919 0.845 1.058
N 1.866 -1.627 -0.187
C 3.157 -1.251 0.008
O 3.505 -0.123 0.264
H 1.216 -0.877 -0.367
H 1.632 -2.549 -0.507
H 3.884 -2.078 -0.079
```

Calculated values
Calculated total energy = -327.0872 Eh
Orbital gap = 10.66 eV
2S+1 = 1
LUMO energy = 0.89 eV
Net charge = 0
SMILES = C=CCC.NC=O
HOMO energy = -9.7749 eV

---

(4)
Below is C18H22F3N6S2V as an isolated structure, with properties calculated with ωB97M-V with the def2-TZVPD basis set.

Structure (XYZ):
```
52
Properties=species:S:1:pos:R:3
V 0.188 0.443 -0.014
C -1.329 -3.290 1.734
C -0.543 -2.216 1.048
N -0.982 -0.953 1.001
N -2.204 -0.667 1.543
C -2.724 0.564 1.484
N -3.982 0.670 2.066
S -1.942 1.879 0.832
C 0.664 -2.452 0.348
C 1.348 -3.694 0.299
C 2.492 -3.817 -0.441
C 2.986 -2.711 -1.153
C 2.293 -1.523 -1.057
N 1.183 -1.378 -0.334
H -2.321 -3.407 1.280
H -0.836 -4.254 1.664
H -1.472 -3.077 2.800
H -2.684 -1.385 2.064
H -4.612 -0.091 1.856
H -4.396 1.569 1.874
H 0.971 -4.545 0.849
H 3.011 -4.767 -0.477
H 3.879 -2.773 -1.758
H 2.611 -0.628 -1.578
F -1.457 2.316 -5.896
C -0.761 2.317 -4.727
F 0.532 2.128 -5.077
F -0.827 3.602 -4.282
C -1.292 1.315 -3.773
C -2.546 0.656 -4.035
C -3.012 -0.245 -3.083
C -2.298 -0.483 -1.930
N -1.103 0.160 -1.675
C -0.634 1.040 -2.594
S 0.853 1.750 -1.961
H -3.089 0.848 -4.948
H -3.945 -0.775 -3.243
H -2.630 -1.190 -1.178
C 1.078 2.352 3.217
C 1.962 1.861 2.065
C 2.555 3.059 1.314
C 3.090 0.979 2.614
N 1.171 1.092 1.160
H 1.661 2.934 3.937
H 0.632 1.499 3.733
H 0.269 2.972 2.830
H 3.160 3.679 1.982
H 1.754 3.665 0.890
H 3.180 2.710 0.490
H 3.725 1.537 3.308
H 3.705 0.608 1.793
H 2.669 0.118 3.138
```

Calculated values
Calculated total energy = -3067.7173 Eh
Orbital gap (alpha / beta) = 3.52 / 6.53 eV
2S+1 = 4
LUMO energy (alpha / beta) = 2.40 / 2.38 eV
<S²> = 3.8138
Net charge = -1
HOMO energy (alpha / beta) = -1.1264 / -4.1481 eV

---

Let's list ΔE to the lowest compared entry with this formula, charge and spin in order: 357.20, 347.77, 115.88, 0.00 kJ/mol.